A 2-piece molecular cluster, C3H11N overall at a distorted geometry, computed with wB97M-V/def2-TZVPD.

Geometry as XYZ:
```
15
C3H11N (wB97M-V/def2-TZVPD)
C 1.68488 3.58833 2.90299
C 2.86216 3.03740 3.88411
H 2.25866 4.28451 2.34156
H 0.76202 3.91743 3.49875
H 1.19696 2.85328 2.24170
H 3.80670 3.47260 3.50761
H 2.69771 3.40166 4.93227
H 2.83311 1.95671 3.77953
C -2.58643 -3.93976 -3.22577
N -2.55821 -3.87208 -4.82574
H -3.31769 -4.62749 -3.03210
H -2.84260 -2.98154 -2.69562
H -1.72576 -4.42964 -2.92207
H -3.34840 -3.26042 -5.12132
H -1.72310 -3.40099 -5.26589
```

energy relative to the best compared isomer or geometry (same formula, charge and spin): 34.7 kcal per mole
gap between HOMO and LUMO: 10.703 eV
HOMO level: -9.4 eV
multiplicity: 1
E_tot: -4777.9895 eV
SMILES: CC.CN
lowest unoccupied orbital energy: 1.272 eV